51
Properties=species:S:1:pos:R:3 method="wB97M-V/def2-TZVPD" spin_multiplicity=6 total_charge=+1 e_lumo_ev="-2.49 / -4.86" s2=8.790 orbital_gap_ev="8.02 / 6.60"
Ru -0.983 0.524 0.367
C 0.648 -0.427 4.910
O 1.560 -0.137 3.819
C 1.020 0.101 2.653
O -0.197 0.130 2.440
N 1.937 0.321 1.690
N 1.483 0.639 0.410
H 1.288 -0.609 5.765
H 0.059 -1.308 4.670
H 0.000 0.427 5.084
H 2.920 0.338 1.916
H 1.829 -0.036 -0.264
H 1.781 1.578 0.152
C -3.951 -2.973 -4.023
Si -2.314 -3.528 -3.320
C -2.552 -4.520 -1.759
C -1.373 -4.560 -4.563
C -1.278 -1.940 -3.053
C -0.579 -1.427 -4.144
C 0.161 -0.250 -4.069
C 0.194 0.417 -2.867
N -0.461 -0.047 -1.798
C -1.180 -1.184 -1.879
S -1.980 -1.541 -0.348
H -4.579 -3.837 -4.251
H -3.819 -2.407 -4.948
H -4.495 -2.342 -3.316
H -2.994 -5.481 -2.038
H -3.225 -4.037 -1.052
H -1.610 -4.727 -1.248
H -1.909 -5.497 -4.730
H -0.375 -4.813 -4.200
H -1.268 -4.077 -5.535
H -0.606 -1.956 -5.089
H 0.696 0.136 -4.925
H 0.744 1.341 -2.735
C -2.117 2.416 0.626
C -0.849 3.062 0.449
C -0.333 3.325 -0.848
C 0.942 3.819 -1.023
C 1.756 4.076 0.086
C 1.249 3.876 1.381
C -0.020 3.383 1.559
C 3.100 4.537 -0.098
N 4.187 4.874 -0.263
H -2.825 2.463 -0.196
H -2.566 2.439 1.614
H -0.965 3.141 -1.708
H 1.319 4.022 -2.017
H 1.866 4.122 2.235
H -0.408 3.237 2.560

***

52
Properties=species:S:1:pos:R:3 method="wB97M-V/def2-TZVPD" smiles="COCCNC(=S)N1CCN(C(=O)C(=O)Nc2ccc(C(=O)OC)cc2)CC1" e_lumo_ev=0.11 e_above_lowest_ev=0.0982 orbital_gap_ev=8.28
C 0.552 1.670 1.416
O -0.426 1.129 0.559
C -1.381 2.058 0.090
C -2.479 2.331 1.132
N -3.022 1.084 1.622
C -3.916 0.383 0.873
S -4.677 1.067 -0.428
N -4.254 -0.865 1.299
C -4.764 -1.834 0.353
C -3.728 -2.971 0.191
N -2.420 -2.503 0.610
C -1.511 -2.177 -0.322
O -1.732 -2.289 -1.522
C -0.116 -1.697 0.114
O 0.333 -1.793 1.241
N 0.526 -1.217 -0.970
C 1.775 -0.624 -1.069
C 2.091 0.044 -2.255
C 3.314 0.660 -2.405
C 4.247 0.621 -1.370
C 5.571 1.272 -1.479
O 6.395 1.294 -0.597
O 5.769 1.847 -2.677
C 7.022 2.488 -2.852
C 3.934 -0.056 -0.192
C 2.714 -0.678 -0.039
C -2.344 -2.226 2.028
C -3.651 -1.508 2.445
H 1.165 2.412 0.891
H 1.178 0.835 1.723
H 0.111 2.137 2.303
H -1.838 1.588 -0.785
H -0.902 2.996 -0.215
H -2.085 2.885 1.987
H -3.282 2.904 0.668
H -2.335 0.539 2.125
H -4.934 -1.319 -0.594
H -5.718 -2.234 0.710
H -3.991 -3.834 0.809
H -3.660 -3.280 -0.852
H -0.046 -1.244 -1.814
H 1.364 0.076 -3.053
H 3.555 1.179 -3.320
H 7.836 1.773 -2.717
H 7.024 2.884 -3.864
H 7.141 3.294 -2.124
H 4.671 -0.084 0.596
H 2.477 -1.208 0.869
H -2.238 -3.167 2.579
H -1.463 -1.619 2.230
H -3.476 -0.788 3.244
H -4.382 -2.235 2.811

***

59
Properties=species:S:1:pos:R:3 method="wB97M-V/def2-TZVPD" spin_multiplicity=2 e_lumo_ev="-1.74 / -1.09" s2=0.792 e_above_lowest_ev=1.5028 orbital_gap_ev="6.69 / 7.32"
Ru 0.206 -0.074 -0.651
O -2.302 -0.056 -1.025
C -2.944 -1.277 -0.746
C -2.103 -2.358 -1.430
N -0.787 -2.498 -0.817
C -0.852 -3.097 0.504
C -0.771 -2.064 1.683
O -0.850 -2.511 2.815
O -0.599 -0.855 1.372
C 0.207 -3.154 -1.656
C 1.610 -2.698 -1.134
O 2.321 -3.482 -0.523
O 1.865 -1.486 -1.381
H -2.745 0.743 -0.650
H -3.947 -1.277 -1.197
H -3.035 -1.454 0.334
H -1.977 -2.030 -2.465
H -2.643 -3.318 -1.414
H 0.002 -3.765 0.649
H -1.772 -3.677 0.645
H 0.123 -2.804 -2.687
H 0.129 -4.249 -1.616
N 1.977 3.515 4.134
C 1.197 3.421 3.010
C 1.571 4.071 1.828
C 0.797 3.951 0.693
C -0.355 3.183 0.722
C -0.719 2.499 1.869
C 0.046 2.627 3.011
S -1.335 3.035 -0.754
O -1.364 4.284 -1.451
O -2.615 2.440 -0.406
N -0.426 1.896 -1.555
C -0.807 1.446 -2.741
N -0.287 0.238 -3.091
C -0.617 -0.260 -4.264
C -1.463 0.401 -5.144
C -1.981 1.607 -4.681
N -1.661 2.120 -3.517
H 2.640 4.270 4.171
H 1.556 3.269 5.014
H 2.474 4.661 1.811
H 1.067 4.450 -0.223
H -1.609 1.888 1.862
H -0.243 2.114 3.917
H -0.193 -1.224 -4.516
H -1.731 -0.010 -6.104
H -2.694 2.179 -5.261
C 2.194 -2.069 3.307
N 1.973 -0.861 2.543
C 2.544 -0.558 1.387
N 3.528 -1.294 0.865
S 2.136 0.940 0.634
H 1.284 -2.306 3.856
H 3.019 -1.930 4.009
H 2.426 -2.906 2.648
H 1.199 -0.269 2.822
H 3.595 -2.280 1.094
H 3.739 -1.094 -0.107

***

46
Properties=species:S:1:pos:R:3 method="wB97M-V/def2-TZVPD" total_charge=+1 smiles=COc1cccc(OC[C@H](O)C[NH2+][C@H](C)c2ccccc2)c1 e_lumo_ev=-2.17 e_above_lowest_ev=0.4736 orbital_gap_ev=9.31
C -2.868 -1.756 -2.024
O -1.493 -1.457 -1.885
C -0.884 -1.729 -0.710
C -1.510 -2.173 0.445
C -0.750 -2.403 1.583
C 0.611 -2.183 1.599
C 1.252 -1.740 0.442
O 2.593 -1.516 0.563
C 3.381 -1.074 -0.518
C 3.539 0.472 -0.545
O 3.620 0.991 0.763
C 2.380 1.245 -1.200
N 1.230 1.241 -0.278
C 0.146 2.237 -0.536
C 0.524 3.586 0.063
C -1.144 1.712 0.050
C -1.184 1.214 1.348
C -2.374 0.751 1.880
C -3.535 0.791 1.127
C -3.502 1.292 -0.163
C -2.310 1.745 -0.702
C 0.501 -1.495 -0.706
H -3.119 -1.503 -3.052
H -3.473 -1.153 -1.341
H -3.062 -2.817 -1.853
H -2.570 -2.360 0.467
H -1.237 -2.765 2.474
H 1.201 -2.367 2.480
H 3.027 -1.444 -1.483
H 4.369 -1.508 -0.334
H 4.453 0.694 -1.116
H 4.280 0.509 1.272
H 2.103 0.815 -2.162
H 2.705 2.276 -1.350
H 1.644 1.400 0.655
H 0.803 0.270 -0.284
H 0.038 2.325 -1.622
H -0.256 4.309 -0.154
H 1.456 3.962 -0.350
H 0.618 3.512 1.144
H -0.294 1.188 1.960
H -2.394 0.366 2.887
H -4.464 0.438 1.548
H -4.406 1.335 -0.752
H -2.289 2.132 -1.710
H 0.948 -1.270 -1.664

***

46
Properties=species:S:1:pos:R:3 method="wB97M-V/def2-TZVPD" total_charge=+1 e_lumo_ev=-2.39 e_above_lowest_ev=18.0744 orbital_gap_ev=7.91
C 4.503 3.126 -2.007
C 3.300 3.046 -1.010
C 3.556 1.871 0.084
N 3.132 0.690 -0.445
H 2.410 1.038 -1.318
C 4.216 -0.185 -0.968
C 3.611 -1.486 -0.939
H 4.227 -2.433 -1.607
H 2.666 -1.690 -1.743
C 3.115 -2.144 0.345
H 2.865 -3.374 0.372
H 4.148 -2.297 0.931
O 2.157 -1.193 0.834
C 0.852 -1.668 0.883
C 0.031 -0.561 0.353
C -1.259 -0.645 0.434
C -1.923 -1.833 0.516
C -1.002 -2.964 0.914
C 0.227 -2.991 1.014
H 0.997 -3.686 1.441
H -1.424 -4.052 0.920
H -2.783 -2.189 0.541
O -2.023 0.274 0.049
C -3.332 0.428 0.337
C -4.208 0.668 -1.027
C -5.651 1.016 -0.659
C -6.183 0.855 0.473
C -5.374 0.027 1.589
C -3.905 0.135 1.464
H -3.398 -0.256 2.244
H -5.801 -0.204 2.496
H -7.198 0.770 0.547
H -6.206 1.404 -1.432
H -3.739 1.304 -1.857
H 0.448 0.532 0.320
H 4.486 -0.149 -1.860
H 4.994 -0.388 -0.471
H 2.737 0.202 0.600
H 3.178 2.219 0.983
H 4.904 1.839 0.412
O 2.119 2.837 -1.449
H 2.091 3.423 -1.985
H 3.492 4.088 -0.529
H 4.598 2.330 -2.707
H 5.619 3.182 -1.695
H 4.198 3.970 -2.785

***

56
Properties=species:S:1:pos:R:3 method="wB97M-V/def2-TZVPD" e_lumo_ev="-1.81 / -2.58" e_above_lowest_ev=9.7884 orbital_gap_ev="6.79 / 6.03"
H 1.662 -1.506 -0.525
N 0.327 -0.623 -1.894
B -0.992 0.013 -3.962
N -0.004 -0.914 -3.201
C 0.671 -1.999 -3.625
Ca -0.460 1.551 -0.714
H 0.551 -2.365 -4.643
C 1.484 -2.420 -2.586
H 2.177 -3.247 -2.595
C 1.237 -1.532 -1.524
H -1.084 -0.317 -5.106
C -0.675 3.167 0.147
H -0.002 3.348 1.046
H -1.698 3.198 0.439
H -0.483 3.991 -0.502
N -0.404 1.452 -3.810
N -2.369 -0.001 -3.259
N -0.207 2.058 -2.569
N -2.459 0.414 -1.948
C 0.092 2.263 -4.745
C -3.574 -0.397 -3.717
H -0.008 1.947 -5.819
H -3.697 -0.715 -4.747
C 0.628 3.361 -4.146
C -4.489 -0.242 -2.687
C 0.475 3.204 -2.818
C -3.744 0.246 -1.596
H 1.105 4.255 -4.679
H -5.546 -0.438 -2.718
H 0.819 3.821 -1.989
H -4.066 0.453 -0.588
H 1.607 1.023 -0.311
C 3.265 -0.396 4.037
C 1.822 -0.027 4.311
C 0.736 -0.801 3.503
C 0.706 -2.337 3.793
C 1.939 -3.136 3.422
C -0.626 -0.260 4.003
O -0.906 -0.074 5.137
N -1.599 -0.089 3.013
C -1.339 0.274 1.686
O -2.237 0.765 1.014
N -0.086 0.029 1.257
C 0.894 -0.544 1.981
O 1.937 -0.871 1.393
H 3.581 -1.243 4.656
H 3.887 0.466 4.298
H 3.395 -0.633 2.973
H 1.589 -0.170 5.377
H 1.664 1.045 4.094
H 0.494 -2.453 4.867
H -0.167 -2.745 3.253
H 2.708 -3.072 4.201
H 1.644 -4.187 3.317
H 2.347 -2.778 2.468
H -2.522 0.189 3.334

***

55
Properties=species:S:1:pos:R:3 method="wB97M-V/def2-TZVPD" e_lumo_ev=-0.81 e_above_lowest_ev=8.5546 orbital_gap_ev=6.81
C 5.325 1.907 0.521
C 3.989 1.449 1.290
C 3.472 0.068 0.648
N 2.304 0.198 -0.274
S 1.943 1.714 -1.110
C 1.503 -0.847 -0.482
N 1.579 -2.153 0.077
C 0.289 -2.708 0.592
B 0.241 -2.624 2.249
C -0.127 -3.957 3.143
O 0.549 -1.422 3.001
C 0.369 -4.316 0.293
O -0.754 -4.928 0.194
O 1.602 -4.909 0.147
O -0.911 -2.258 -0.049
C -0.854 -0.913 -0.518
C -1.090 0.205 0.648
O -2.134 -0.347 1.503
C -3.275 0.505 1.573
C -3.258 2.060 1.944
O -4.385 -0.023 1.270
C -2.156 -0.747 -1.495
C -2.188 0.642 -2.275
C -1.429 0.924 -3.625
C -1.499 2.307 -4.361
C -2.321 3.500 -3.814
C -3.104 3.236 -2.475
C -3.045 1.857 -1.752
N 0.328 -0.589 -1.391
Cl 0.532 -1.765 -2.656
H 5.294 1.705 -0.614
H 6.176 1.228 0.918
H 5.633 2.974 0.781
H 4.315 1.190 2.370
H 3.191 2.256 1.393
H 3.134 -0.589 1.541
H 4.304 -0.519 0.107
H 3.124 2.422 -1.288
H 2.389 -2.342 0.674
H -0.096 -3.676 4.266
H -1.106 -4.447 2.828
H 0.781 -4.663 2.995
H -0.308 -1.085 3.357
H -1.315 1.241 0.230
H -0.161 0.324 1.325
H -2.529 2.685 1.329
H -3.133 2.163 3.076
H -4.313 2.456 1.695
H -3.119 -0.784 -0.855
H -2.246 -1.597 -2.248
H -0.803 0.124 -4.133
H -0.941 2.478 -5.354
H -2.382 4.502 -4.356
H -3.708 4.108 -2.054
H -3.676 1.774 -0.796

***

53
Properties=species:S:1:pos:R:3 method="wB97M-V/def2-TZVPD" total_charge=-1 e_lumo_ev=2.31 orbital_gap_ev=6.94
C 4.648 -2.422 -0.685
C 5.085 -1.065 -0.224
O 5.730 -0.895 0.772
O 4.652 -0.081 -1.019
C 5.336 1.173 -0.907
C 4.485 2.232 -0.192
C 3.596 1.678 0.922
C 2.141 1.459 0.573
C 1.691 1.351 -0.757
N 0.445 1.169 -1.107
C -0.430 1.088 -0.067
C -1.810 0.903 -0.337
C -2.328 0.803 -1.744
C -2.025 -0.547 -2.403
C -2.305 -1.726 -1.464
S -0.756 -2.340 -0.731
C -2.706 0.816 0.700
C -2.263 0.869 2.041
C -0.933 1.045 2.332
B -0.377 1.097 3.806
N -0.388 -0.138 4.626
O 0.097 2.263 4.352
C -0.004 1.169 1.270
N 1.312 1.352 1.581
H 4.834 -3.110 0.128
H 3.572 -2.393 -0.839
H 5.160 -2.726 -1.590
H 6.326 1.073 -0.479
H 5.471 1.514 -1.931
H 3.921 2.763 -0.952
H 5.162 2.964 0.242
H 3.996 0.772 1.367
H 3.579 2.419 1.718
H 2.419 1.405 -1.553
H -3.406 0.937 -1.722
H -1.896 1.612 -2.335
H -0.970 -0.582 -2.685
H -2.606 -0.673 -3.310
H -3.007 -1.457 -0.682
H -2.778 -2.522 -2.028
H -1.227 -3.194 0.188
H -3.759 0.675 0.498
H -2.978 0.787 2.848
H -1.222 -0.649 4.346
H 0.374 -0.757 4.367
H 0.929 2.102 4.808
C -6.884 -2.022 -2.025
C -5.748 -1.361 -1.215
O -5.420 -0.196 -1.549
O -5.253 -2.059 -0.303
H -7.258 -1.353 -2.801
H -6.518 -2.938 -2.494
H -7.707 -2.285 -1.358

***

54
Properties=species:S:1:pos:R:3 method="wB97M-V/def2-TZVPD" smiles=FCCc1cccc2nccnc12.ClCCCl.ClCCCl.ClCCCl.ClCCCl e_lumo_ev=-0.04 orbital_gap_ev=8.79
F 8.507 -1.272 -0.577
C 7.605 -0.922 -1.570
C 6.169 -0.971 -1.051
C 5.343 0.236 -1.423
C 5.843 1.513 -1.292
C 5.079 2.642 -1.657
C 3.805 2.465 -2.130
C 3.240 1.179 -2.253
N 1.954 1.071 -2.701
C 1.506 -0.148 -2.774
C 2.284 -1.282 -2.457
N 3.513 -1.212 -2.031
C 4.012 0.052 -1.906
H 7.893 0.062 -1.928
H 7.724 -1.614 -2.400
H 6.172 -1.119 0.026
H 5.714 -1.864 -1.459
H 6.846 1.637 -0.912
H 5.519 3.621 -1.554
H 3.210 3.323 -2.402
H 0.494 -0.300 -3.120
H 1.837 -2.261 -2.562
Cl -0.905 -3.096 -2.226
C -0.517 -2.724 -0.523
C -1.651 -2.039 0.190
Cl -1.927 -0.385 -0.413
H 0.383 -2.113 -0.512
H -0.298 -3.673 -0.036
H -1.420 -1.955 1.247
H -2.582 -2.591 0.084
Cl -0.317 -0.104 2.759
C -1.416 0.882 3.757
C -2.302 0.027 4.624
Cl -3.484 -0.896 3.661
H -2.000 1.508 3.087
H -0.796 1.523 4.381
H -2.872 0.658 5.305
H -1.723 -0.682 5.210
Cl -1.045 1.461 -3.775
C -2.559 1.574 -4.707
C -3.731 0.979 -3.970
Cl -3.609 -0.791 -3.827
H -2.400 1.084 -5.664
H -2.740 2.633 -4.887
H -4.651 1.191 -4.514
H -3.819 1.389 -2.967
Cl -5.675 1.807 5.468
C -6.839 0.597 4.869
C -7.359 -0.283 5.976
Cl -6.101 -1.364 6.626
H -6.342 0.015 4.097
H -7.664 1.145 4.418
H -8.157 -0.917 5.593
H -7.750 0.307 6.801